{
  "formula": "C42H52InN5O6P2SeSi2",
  "method": "ωB97M-V/def2-TZVPD",
  "molar_mass_da": 1034.8,
  "charge": -2,
  "multiplicity": 1,
  "relative_energy_kj_mol": 19.2,
  "elements": ["H", "C", "C", "H", "C", "H", "H", "C", "O", "H", "C", "C", "C", "C", "C", "C", "N", "C", "C", "C", "H", "O", "H", "H", "C", "C", "H", "Si", "H", "H", "C", "H", "C", "H", "C", "H", "H", "H", "C", "H", "C", "H", "C", "H", "H", "H", "C", "C", "N", "O", "C", "H", "C", "H", "Se", "C", "C", "H", "H", "C", "H", "H", "C", "H", "C", "H", "H", "C", "C", "Si", "H", "C", "O", "N", "C", "H", "P", "H", "H", "H", "N", "H", "H", "N", "H", "O", "C", "H", "H", "H", "P", "C", "C", "O", "C", "H", "H", "H", "C", "C", "H", "H", "H", "H", "In", "H", "H", "H", "C", "C", "H"],
  "xyz": [[2.837, -3.977, -3.083], [-0.174, 3.797, -6.021], [0.184, -3.330, 4.604], [0.605, 5.124, -7.518], [2.308, -4.230, -2.174], [1.841, -4.056, 5.760], [2.631, 5.703, -6.259], [-4.406, 1.048, -0.698], [-0.418, -1.106, -3.334], [-1.498, -3.038, -2.538], [1.943, -0.109, 3.696], [1.741, -3.200, -1.428], [4.665, 1.377, -0.223], [2.156, -5.545, -1.769], [0.464, 4.488, 2.316], [3.374, 0.895, -0.045], [-0.206, 1.869, 0.847], [2.164, 4.457, -4.573], [2.003, -3.025, 2.537], [-2.754, -5.200, 0.593], [-2.417, 0.612, 1.812], [1.913, -0.219, -2.914], [-4.296, 1.708, 1.338], [-1.157, 0.997, 5.711], [1.917, -0.272, 5.071], [4.431, 2.744, 1.734], [-2.594, -0.561, -1.440], [-0.580, 3.494, 1.093], [-2.274, 0.274, -2.833], [-4.944, -3.558, -0.621], [0.089, 3.254, -4.782], [-2.874, -4.141, -2.650], [-0.700, 2.291, -3.940], [6.206, 2.674, 0.524], [-4.239, 0.753, 0.807], [0.490, 4.028, 3.308], [-2.762, -5.057, 1.677], [-1.175, 5.418, -0.353], [0.839, -4.810, 0.099], [0.012, 5.480, 2.414], [0.856, 0.450, 3.028], [-0.529, -3.439, 5.413], [5.198, 2.300, 0.664], [-5.088, 0.152, 1.160], [0.433, 4.786, -0.769], [2.556, 2.609, 2.747], [0.765, -0.674, 0.268], [1.228, 3.574, -4.078], [-2.260, 0.320, -1.815], [-1.810, 1.877, -4.218], [-2.345, 3.639, 1.779], [-5.138, 1.855, -0.817], [1.916, 5.013, -5.826], [-1.084, 1.306, 3.253], [1.032, -0.872, -4.184], [-1.984, -3.895, -2.061], [2.425, -3.521, 3.760], [-2.516, 4.639, 2.190], [-3.081, 3.478, 0.986], [1.187, 2.785, -2.801], [1.906, -2.175, -1.736], [2.766, -0.716, 5.576], [1.430, -5.835, -0.616], [2.599, -6.348, -2.348], [3.138, 2.272, 1.898], [0.268, -5.036, 0.992], [-1.291, -4.736, -2.125], [0.975, -3.480, -0.308], [-4.213, -2.779, -0.385], [-2.478, -3.536, -0.285], [2.818, -0.405, 3.132], [0.802, 0.122, 5.803], [1.649, -2.278, -4.693], [-1.478, -2.503, 0.605], [0.764, 4.685, -6.540], [-4.281, -2.024, -1.175], [0.075, -2.196, 0.653], [-4.813, 0.180, -1.228], [-1.009, 3.935, -1.315], [-2.546, 2.913, 2.570], [-2.954, 0.163, 1.089], [3.057, 4.690, -4.009], [1.489, 4.618, 1.968], [0.024, 2.041, -2.790], [-3.286, 2.059, -2.244], [0.822, 0.222, -5.363], [0.666, -2.694, 2.326], [-1.066, 3.522, -6.568], [4.839, 3.459, 2.440], [0.785, -0.009, 6.878], [0.849, 0.759, 1.216], [-0.584, 4.505, -0.487], [-0.239, -2.857, 3.366], [2.020, 2.814, -1.922], [-3.090, 1.457, -1.358], [-1.282, -2.625, 3.182], [3.465, -3.788, 3.907], [1.317, -6.862, -0.284], [-0.250, 0.848, 3.770], [1.513, -3.673, 4.800], [2.711, -2.903, 1.724], [-4.515, -2.311, 0.556], [-1.966, -5.916, 0.354], [-2.506, 2.060, -0.659], [0.049, 0.189, -1.597], [5.247, 1.028, -1.067], [2.973, 0.171, -0.742], [-3.709, -5.650, 0.301], [2.590, 1.347, 1.011], [-0.285, 0.682, 5.150], [-2.871, -0.845, 1.155]]
}

{
  "formula": "C25H41F5GaP2",
  "method": "ωB97M-V/def2-TZVPD",
  "molar_mass_da": 568.3,
  "charge": 1,
  "multiplicity": 1,
  "relative_energy_kj_mol": 0.0,
  "elements": ["H", "H", "C", "H", "C", "C", "H", "C", "C", "H", "C", "P", "H", "Ga", "H", "H", "F", "H", "H", "H", "C", "C", "H", "C", "C", "H", "H", "C", "C", "H", "H", "H", "H", "C", "C", "H", "C", "H", "H", "C", "H", "H", "H", "H", "C", "H", "H", "C", "H", "P", "H", "C", "C", "H", "H", "F", "F", "H", "H", "F", "C", "C", "C", "H", "F", "H", "H", "H", "H", "H", "C", "H", "C", "H"],
  "xyz": [[-2.000, -3.466, 1.494], [0.128, -1.793, -2.646], [-1.832, -0.974, 4.829], [4.594, 0.570, 0.084], [0.842, -3.697, 1.426], [1.386, -1.899, 3.197], [4.056, 2.947, 0.130], [-0.825, -2.487, 2.984], [-3.076, -1.687, -1.047], [-1.839, -1.734, -3.748], [0.554, 0.229, -2.154], [4.265, 1.762, -2.021], [3.248, -0.871, 3.303], [-0.685, 1.374, -1.396], [2.259, 3.144, -1.898], [0.884, 0.856, 4.840], [0.820, 2.250, 0.889], [-1.557, -0.924, 5.892], [3.128, -2.050, 1.976], [-5.095, 1.377, -2.065], [0.482, -2.726, 2.481], [-2.071, -3.139, 2.538], [-3.717, -2.383, -0.483], [-1.422, 1.801, 1.401], [-1.009, 2.221, -3.894], [-3.169, 0.450, -3.962], [-2.730, -1.595, 4.730], [0.021, -0.814, -3.146], [-1.895, 1.612, -2.773], [-5.565, 0.265, -0.765], [-1.308, -0.425, -4.780], [3.562, -0.406, -1.027], [1.742, -3.370, 0.888], [-4.712, 0.627, -1.353], [0.640, -1.157, 4.152], [-2.682, 2.324, -2.504], [4.429, 0.262, -0.955], [-1.136, 1.675, -4.840], [5.755, 2.781, -0.423], [-2.452, 0.265, -3.131], [0.696, -0.847, -4.019], [-2.090, 0.049, 4.508], [2.136, 1.779, -0.787], [2.013, 0.880, -3.594], [-0.725, -1.521, 4.026], [-2.594, -0.992, -0.348], [0.026, -3.812, 0.701], [2.384, 2.052, -1.825], [-1.400, 3.235, -4.065], [-4.046, -0.776, -2.331], [2.263, -0.216, 5.156], [-1.414, -0.715, -3.718], [-0.470, 2.374, 0.355], [0.778, -0.357, 6.123], [5.320, -0.266, -1.322], [-1.204, 2.292, 2.642], [-2.726, 2.051, 1.062], [0.666, 3.424, -3.196], [1.180, -0.258, -1.394], [-1.280, 0.428, 1.491], [4.728, 2.995, -0.738], [1.170, -0.171, 5.115], [2.852, -1.853, 3.018], [0.996, 2.498, -4.626], [-0.728, 3.725, 0.168], [-2.306, -4.027, 3.144], [1.053, -4.692, 1.851], [-2.307, -2.291, -1.551], [-3.990, 1.110, -0.677], [4.683, 3.992, -1.192], [0.516, 2.420, -3.636], [-2.924, -2.454, 2.622], [1.364, 1.357, -2.824], [3.360, -2.606, 3.640]]
}

{
  "formula": "C28H77N7O7",
  "method": "ωB97M-V/def2-TZVPD",
  "molar_mass_da": 624.0,
  "charge": 0,
  "multiplicity": 1,
  "smiles": "COC[C@H](C)N.COC[C@H](C)N.COC[C@H](C)N.COC[C@H](C)N.COC[C@H](C)N.COC[C@H](C)N.COC[C@H](C)N",
  "relative_energy_kj_mol": 610.5,
  "elements": ["H", "H", "C", "H", "H", "H", "C", "O", "C", "N", "H", "H", "H", "H", "H", "H", "C", "H", "C", "H", "C", "H", "H", "H", "C", "H", "C", "C", "H", "O", "H", "C", "N", "C", "H", "H", "C", "C", "H", "H", "H", "O", "O", "N", "H", "H", "H", "C", "H", "C", "H", "H", "H", "H", "H", "H", "H", "O", "H", "H", "H", "H", "H", "H", "O", "H", "H", "O", "H", "H", "H", "H", "H", "H", "C", "H", "H", "H", "C", "H", "H", "N", "H", "H", "N", "C", "C", "C", "H", "H", "H", "H", "H", "H", "C", "C", "H", "H", "H", "H", "H", "H", "C", "H", "C", "H", "C", "H", "H", "C", "H", "H", "H", "H", "C", "C", "N", "H", "N"],
  "xyz": [[16.089, -1.766, 14.109], [9.382, -2.195, 27.181], [8.460, -0.187, 29.152], [16.952, 0.255, 23.537], [14.727, 2.289, 19.935], [19.463, -1.370, 18.096], [16.071, -0.807, 20.502], [17.276, -1.707, 17.900], [15.320, 1.583, 29.341], [10.590, -1.705, 21.331], [15.614, -4.249, 22.702], [19.971, -4.041, 26.037], [13.944, 3.632, 20.617], [13.323, 1.772, 17.643], [12.071, -1.094, 19.235], [8.586, -5.970, 19.899], [15.510, -1.479, 16.238], [13.290, 2.151, 28.648], [19.127, -3.447, 24.352], [18.910, -3.039, 17.682], [16.024, 0.239, 21.648], [13.358, -0.211, 24.350], [9.458, -5.688, 18.540], [12.005, -2.895, 19.435], [17.080, 0.778, 26.437], [16.829, -3.069, 22.788], [11.087, 2.132, 16.025], [10.092, -1.759, 27.883], [16.816, 2.596, 28.311], [17.275, -4.902, 23.434], [14.661, -2.740, 14.621], [9.600, -5.682, 19.621], [13.418, 2.982, 15.471], [12.298, 3.062, 16.381], [15.401, 3.432, 28.456], [16.208, -1.160, 23.092], [9.456, -1.407, 29.231], [20.113, -3.188, 23.240], [19.030, -5.620, 24.294], [17.182, 1.863, 26.437], [13.127, 2.135, 20.151], [13.544, 3.470, 18.554], [13.885, -0.918, 22.494], [19.653, -3.158, 25.664], [14.534, 0.958, 23.124], [8.889, -3.294, 18.719], [17.793, -1.602, 15.975], [11.451, -1.989, 19.190], [17.893, -5.080, 25.386], [18.669, -2.110, 18.198], [18.419, -2.619, 24.325], [10.951, 0.205, 25.566], [16.100, -3.274, 14.989], [15.472, -0.454, 19.663], [15.141, -1.967, 17.140], [20.846, -3.994, 23.260], [19.577, -3.147, 22.291], [10.000, -4.421, 20.137], [13.279, 0.851, 29.785], [14.850, 1.255, 27.208], [11.362, -1.114, 21.606], [10.250, -6.513, 19.892], [10.367, 1.821, 16.781], [9.616, -0.993, 19.727], [10.527, -0.556, 27.361], [12.766, -1.857, 23.954], [10.787, -2.629, 21.689], [16.702, 0.344, 27.754], [15.775, 1.131, 30.222], [14.480, -1.504, 24.470], [12.125, -0.988, 26.055], [15.939, -3.626, 24.348], [8.934, 0.654, 28.644], [7.612, -0.498, 28.542], [10.169, -1.903, 19.962], [11.175, -1.649, 30.281], [16.450, 1.232, 21.504], [11.432, 1.231, 15.518], [15.610, -2.302, 14.929], [13.572, 2.457, 30.359], [11.321, -2.024, 18.108], [10.602, -0.879, 29.965], [9.002, -2.298, 29.665], [17.112, -0.903, 20.191], [16.024, 2.780, 28.911], [13.611, -1.172, 23.902], [16.377, -3.866, 23.379], [15.359, 0.757, 28.034], [20.582, -2.205, 23.286], [18.868, -2.913, 26.250], [10.990, -2.336, 28.104], [8.468, -3.405, 20.396], [10.359, 2.589, 15.355], [17.308, -0.068, 16.645], [11.064, -0.742, 26.092], [9.314, -3.270, 19.722], [13.820, 0.900, 21.548], [8.069, 0.084, 30.132], [14.200, -0.277, 16.965], [14.010, 3.793, 15.580], [10.481, -1.477, 25.537], [11.100, -0.551, 29.150], [13.830, 2.898, 19.820], [14.780, -0.165, 28.089], [18.292, -4.825, 24.404], [13.825, -0.571, 15.389], [17.063, -1.131, 16.633], [15.567, -1.738, 20.761], [16.397, 0.486, 25.639], [14.536, 0.391, 22.193], [13.995, 2.170, 15.633], [18.066, 0.386, 26.187], [12.065, 4.126, 16.372], [18.766, -2.274, 19.271], [12.693, 2.635, 17.858], [13.798, 1.777, 29.537], [14.575, -0.361, 16.031], [11.787, 2.408, 18.420], [16.771, -0.383, 22.775]]
}